1.
92
Properties=species:S:1:pos:R:3:forces:R:3 method="wB97M-V/def2-TZVPD" total_energy_ev=-67697.24542 total_charge=+1 gap_ev=6.19 largest_force_ev_per_a=9.06
C -1.67053 -4.24034 1.42042 0.8 1.7 0.1
Si -3.14583 -2.97013 1.67909 -1.1 -3.6 -0.1
C -4.20676 -3.07210 0.05487 -0.1 0.2 -1.0
C -4.10170 -3.62407 3.24655 0.0 0.4 0.7
C -2.31800 -1.25489 1.96121 2.5 2.8 -0.2
N -2.69098 -0.05905 2.80898 6.9 -2.3 -5.5
N -1.58856 0.77549 2.51324 -0.4 -1.3 -0.7
N -0.64184 0.25673 1.63744 -3.6 -1.2 0.2
P 0.85751 0.93149 0.94706 6.7 2.3 1.5
N 2.05144 0.75688 2.07441 -4.1 -0.4 -1.7
O 1.41708 -0.02960 -0.43632 -3.4 2.8 1.6
O 0.62994 2.63204 0.49135 0.3 -4.7 0.2
N -1.00964 -1.01902 1.23983 -5.7 0.7 3.8
H -1.21812 -3.97219 0.36703 -0.8 -1.0 2.0
H -0.84605 -3.94144 2.22707 -1.6 -1.2 -1.6
H -2.01330 -5.35711 1.49546 0.8 2.3 -0.2
H -3.46785 -3.22533 -0.86138 -1.6 0.5 1.8
H -4.88505 -2.12503 -0.13053 1.1 -2.2 0.3
H -4.84576 -4.07170 0.11976 1.2 2.3 0.0
H -3.44459 -3.27835 4.17478 -1.7 -0.8 -1.7
H -4.07616 -4.81013 3.19688 -0.1 2.6 0.1
H -5.21351 -3.21245 3.31441 2.5 -1.0 0.1
H 1.63872 0.28398 2.93050 0.7 0.8 -1.2
H 0.93256 0.27542 -1.25846 0.8 -0.4 0.8
H 1.57480 2.93773 0.30071 -0.4 0.0 0.4
H -0.56740 -1.72088 0.60713 0.1 1.0 0.6
C -3.36934 2.77284 5.63360 0.2 0.0 -0.1
O -4.41151 1.82989 5.46291 -0.2 -0.7 -0.3
H -3.69331 3.53537 6.34571 0.0 -0.2 -0.1
H -2.48079 2.26893 6.02176 0.1 0.2 0.0
H -3.14364 3.24540 4.67455 0.2 0.2 0.1
H -4.09531 1.16640 4.82646 -0.3 0.3 0.4
C 4.31052 -1.34803 -2.79373 0.2 0.1 -0.1
O 4.20134 -1.47417 -1.38783 -0.4 0.1 0.7
H 4.77053 -2.25319 -3.19696 -0.1 0.1 0.2
H 3.31539 -1.22330 -3.22764 0.1 0.0 -0.3
H 4.93596 -0.48526 -3.03557 -0.1 -0.2 -0.2
H 3.79013 -0.65701 -1.05855 0.3 -0.5 -0.1
C -7.00444 -0.82425 6.95178 0.1 0.2 0.0
O -5.93038 -0.30355 7.71315 0.3 0.2 -0.1
H -7.51043 -1.59785 7.53405 0.1 0.1 0.0
H -7.71138 -0.02325 6.72206 -0.2 -0.2 -0.1
H -6.61888 -1.26079 6.02723 -0.2 -0.1 -0.1
H -5.50081 0.37994 7.17132 -0.1 -0.2 0.3
C 3.89980 1.14672 -5.74444 -0.2 0.1 -0.5
O 3.79062 1.02058 -4.33853 -0.1 0.7 0.8
H 4.35980 0.24156 -6.14767 0.0 0.1 0.2
H 2.90467 1.27145 -6.17834 0.3 0.0 -0.1
H 4.52524 2.00949 -5.98627 -0.1 -0.1 -0.3
H 3.37941 1.83774 -4.00926 0.0 -0.4 -0.2
C 7.25106 3.20396 -3.93792 -0.2 -0.1 0.0
O 6.72466 1.91454 -4.19227 -0.4 -0.1 0.0
H 8.33588 3.17601 -4.06394 -0.2 0.0 0.0
H 6.82266 3.91923 -4.64432 0.2 0.2 0.1
H 7.01291 3.50013 -2.91342 0.2 0.3 0.0
H 5.76138 1.97034 -4.07291 0.4 -0.4 -0.1
C 1.42064 -3.93511 4.78079 0.2 0.0 0.0
O 0.86164 -4.71857 3.74247 -0.1 0.1 -0.6
H 0.95138 -4.21292 5.72743 0.0 0.0 -0.2
H 2.49566 -4.12176 4.84089 0.0 0.2 0.2
H 1.23427 -2.87713 4.58085 0.1 0.2 0.2
H 1.29704 -4.45009 2.91566 -0.2 -0.4 0.4
C 0.94394 -5.65468 -1.38088 0.3 -0.1 -0.3
O 0.69521 -4.90036 -0.20890 0.3 0.7 0.4
H 0.14103 -6.38400 -1.51101 0.1 0.2 0.1
H 0.97088 -4.98743 -2.24585 0.0 -0.2 -0.2
H 1.89735 -6.17934 -1.28208 -0.1 -0.1 -0.2
H 1.42331 -4.26225 -0.11972 -0.2 -0.4 -0.1
C 3.82501 4.64415 1.49987 0.2 0.3 0.3
O 3.26601 3.86069 0.46155 -0.3 -0.4 -1.0
H 3.35576 4.36634 2.44651 0.0 0.0 -0.2
H 4.90003 4.45750 1.55997 -0.1 0.1 0.2
H 3.63864 5.70213 1.29993 0.1 0.0 0.2
H 3.70142 4.12917 -0.36526 -0.3 -0.3 0.4
C 2.37708 3.26143 -8.80159 -0.1 0.2 -0.1
O 2.26790 3.13529 -7.39568 -0.3 0.4 0.5
H 2.83708 2.35627 -9.20482 -0.1 0.1 0.2
H 1.38194 3.38617 -9.23549 0.1 0.0 -0.2
H 3.00252 4.12420 -9.04342 0.0 -0.1 -0.3
H 1.85669 3.95245 -7.06640 0.2 -0.5 -0.1
C 2.13295 5.18790 -2.46633 -0.2 0.2 0.1
O 1.60655 3.89847 -2.72068 -0.5 -0.5 0.1
H 3.21777 5.15995 -2.59235 -0.1 -0.1 -0.1
H 1.70455 5.90317 -3.17273 0.2 0.2 0.1
H 1.89480 5.48407 -1.44183 0.1 0.2 0.0
H 0.64327 3.95428 -2.60133 0.5 -0.1 -0.1
C -7.92346 -0.79828 -0.51080 -0.2 0.1 0.1
O -7.67735 -1.95167 0.27247 0.0 -0.2 0.6
H -7.38935 -0.89229 -1.45917 -0.1 -0.1 0.2
H -8.99514 -0.71100 -0.70575 0.1 0.2 -0.2
H -7.56553 0.08709 0.02028 -0.1 0.2 -0.2
H -8.16365 -1.83971 1.10688 0.3 -0.2 -0.5

2.
44
Properties=species:S:1:pos:R:3:forces:R:3 method="wB97M-V/def2-TZVPD" total_energy_ev=-140160.02506 multiplicity=3 total_charge=-2 gap_ev="7.06 / 6.98" e_above_lowest_kj_mol=114.73 largest_force_ev_per_a=3.00
Ni 0.20605 0.15306 -0.77501 -1.1 -0.5 2.3
F 1.14123 3.39506 -3.46124 0.2 -0.1 0.1
C 2.42575 3.17168 -3.11314 -0.2 0.1 -0.1
F 2.80762 4.22043 -2.36039 0.0 -0.4 0.1
F 3.15600 3.22485 -4.24338 -0.1 -0.2 0.2
S 2.59141 1.49162 -2.22591 0.2 2.8 -0.9
O 1.72531 1.78397 -1.08860 0.2 -0.8 -0.5
O 4.00946 1.43321 -2.08127 -0.2 -0.7 0.0
N 2.00567 0.63518 -3.45420 0.2 0.1 0.9
S 0.48577 0.39096 -3.64895 -0.5 -0.8 -1.4
O 0.07987 0.61159 -5.00352 0.1 0.2 0.0
O -0.42341 0.88979 -2.62630 0.4 -0.1 0.2
C 0.29556 -1.47755 -3.56274 0.1 -0.2 0.0
F -0.83622 -1.84958 -4.17333 0.1 0.2 0.0
F 0.23327 -1.93969 -2.30742 0.0 0.1 0.0
F 1.30940 -2.08979 -4.17727 0.0 0.2 0.0
O 4.38948 -3.04429 2.04299 0.2 0.0 0.0
C 3.20927 -3.51492 2.38738 -0.2 -0.1 0.0
O 3.08273 -4.43309 3.17350 0.0 0.0 0.0
C 2.02617 -2.86051 1.77700 0.1 0.3 -0.1
C 0.71016 -3.08401 2.13063 0.1 -0.1 0.0
N -0.04238 -2.26630 1.38036 -0.2 -0.1 0.2
N 0.69116 -1.52908 0.56490 0.5 0.1 -0.5
C 1.94806 -1.86539 0.77218 -0.1 -0.2 0.2
C 2.96146 -1.21085 -0.11471 -0.7 0.2 -0.6
O 4.15900 -1.25736 0.19821 0.3 -0.2 0.1
O 2.42962 -0.68969 -1.13686 0.4 -0.2 0.3
H 4.33693 -2.30558 1.34134 -0.1 0.0 0.0
H 0.29632 -3.77222 2.84706 0.0 0.0 0.0
H -1.04752 -2.12837 1.33375 0.0 0.1 -0.1
S -0.16508 1.40189 1.24333 0.1 0.3 -0.2
C -1.86010 1.31627 1.58011 0.1 -0.1 -0.1
C -2.40175 2.09344 2.60796 -0.1 0.0 0.1
C -3.75832 2.07540 2.90633 0.0 -0.3 -0.4
C -4.27084 2.85938 3.97904 -0.1 0.2 0.3
N -4.68959 3.48816 4.84889 0.1 0.0 0.0
C -4.62424 1.26836 2.13745 0.4 0.1 0.1
C -4.09097 0.47752 1.12445 0.1 0.1 0.1
C -2.72517 0.46489 0.84415 0.0 0.0 0.1
S -2.11195 -0.62749 -0.36020 0.1 -0.1 -0.4
C -6.02451 1.27058 2.38947 -0.4 -0.1 0.0
N -7.16219 1.26953 2.57424 0.1 0.0 0.0
H -1.73699 2.71922 3.18874 0.0 0.0 0.0
H -4.74150 -0.16028 0.54099 0.0 0.0 0.0

3.
120
Properties=species:S:1:pos:R:3:forces:R:3 method="wB97M-V/def2-TZVPD" total_energy_ev=-91948.06179 gap_ev=8.69 e_above_lowest_kj_mol=1398.20 largest_force_ev_per_a=8.41
C -5.81696 2.41223 3.76941 -3.2 2.5 -3.6
O -5.97436 3.11089 2.76487 0.9 0.3 -0.1
N -6.82326 2.19267 4.56710 -2.8 -0.4 2.5
N -4.79889 1.73087 4.08168 6.6 -2.7 0.6
H -6.54773 1.81197 5.46111 -1.0 0.4 0.2
H -7.62859 2.78239 4.41291 0.1 -0.3 0.5
H -4.74095 0.98436 4.75952 -0.3 0.4 -0.1
H -3.94346 1.90863 3.57498 -0.2 -0.1 0.0
C -0.13696 -0.07907 0.47578 0.8 -2.4 0.7
O -0.03299 -0.85705 1.40113 0.9 -0.8 1.4
N -1.23141 0.52817 0.23518 -4.9 2.7 -0.7
N 0.76916 0.07366 -0.46201 4.4 -0.7 -1.5
H -1.99825 -0.09296 0.45026 -0.6 0.7 0.0
H -1.23940 1.09948 -0.59767 -0.6 -0.2 0.1
H 1.42476 -0.67656 -0.29631 0.7 0.3 -0.4
H 0.62259 0.21563 -1.45119 -0.6 0.2 0.3
C 1.83703 -5.60397 1.01563 1.5 -1.3 0.5
O 2.53446 -6.55281 0.67689 -0.4 0.0 -0.1
N 0.67893 -5.70414 1.65400 -3.0 -1.3 1.4
N 2.24577 -4.34718 0.93211 1.3 2.8 -0.8
H 0.41047 -6.58584 2.06706 0.2 0.0 -0.5
H 0.08994 -4.93909 1.95048 0.5 0.1 -0.3
H 3.24171 -4.20387 0.84454 -0.3 0.0 -0.2
H 1.70144 -3.58846 1.31702 0.2 -0.2 0.0
C 6.84165 3.40197 -0.00519 1.7 0.2 5.0
O 7.27403 3.66258 1.10471 0.1 0.6 1.7
N 5.87711 2.58987 -0.20896 -4.8 -3.1 -1.9
N 7.48537 3.75515 -1.04723 2.6 2.0 -4.8
H 5.16921 2.29749 0.44943 0.5 0.4 0.1
H 5.65816 2.44507 -1.18425 -0.4 -0.5 0.3
H 7.02688 3.76678 -1.94709 0.6 0.1 0.0
H 8.35713 4.23423 -0.87226 -0.4 0.1 -0.4
C -0.13240 1.77337 -5.92409 3.3 -4.3 6.4
O 0.42332 1.18111 -4.93772 -0.7 0.7 -2.2
N -0.26899 1.34502 -7.11081 0.9 -3.5 -6.6
N -0.79706 2.82318 -5.80221 -3.4 7.4 2.0
H 0.19796 0.50423 -7.41927 0.0 0.2 0.2
H -0.39279 2.03904 -7.83407 -0.1 -0.5 -0.1
H -1.13891 3.30219 -6.62305 -0.2 0.0 0.5
H -0.83730 3.33220 -4.93079 0.2 -0.1 -0.1
C -0.23739 -4.50979 -4.15014 -2.1 2.3 2.7
O -0.58496 -4.46805 -2.98227 0.3 0.4 0.9
N -0.16041 -3.44396 -4.94185 0.5 1.7 -1.1
N -0.10881 -5.60833 -4.78923 1.1 -5.0 -2.3
H 0.32232 -3.61336 -5.81269 -0.3 1.0 0.1
H -0.47955 -2.55596 -4.58171 0.5 -0.1 -0.4
H -0.16151 -6.45627 -4.24305 0.0 0.1 -0.3
H -0.12126 -5.64605 -5.79845 0.0 -0.3 0.4
C -3.16494 5.66298 -2.11770 4.5 -0.9 0.2
O -2.09978 5.02450 -2.15880 -1.2 -0.3 0.1
N -4.05180 5.73814 -1.19257 -3.0 -2.2 4.7
N -3.45262 6.63425 -2.91534 -0.5 3.8 -5.3
H -4.75232 6.46304 -1.25498 0.2 -0.6 0.8
H -3.95885 5.14632 -0.37942 -0.4 0.2 0.0
H -4.39515 6.99617 -2.88789 0.6 0.3 -0.5
H -2.82622 6.96850 -3.63367 -0.2 -0.3 0.1
C 3.60850 1.22061 4.47084 -3.5 1.9 -1.2
O 2.52847 1.79072 4.78329 1.9 -1.0 0.7
N 3.63688 0.11498 3.79166 -1.5 -3.1 -1.1
N 4.82103 1.73001 4.51136 2.6 3.1 2.1
H 4.50920 -0.30556 3.50475 -0.5 -0.3 0.1
H 2.71227 -0.28117 3.70087 0.4 -0.6 -0.6
H 5.37025 1.83078 3.66975 -0.1 -0.2 0.1
H 4.76069 2.57383 5.06311 0.7 0.3 -0.2
C -4.92935 -2.26970 -0.50086 3.5 1.1 3.1
O -4.24534 -2.30239 0.53284 0.8 -0.9 -1.0
N -4.56825 -2.35641 -1.79115 0.7 -1.1 -2.5
N -6.12984 -1.83229 -0.39789 -6.1 1.4 0.0
H -3.65798 -2.62467 -2.13688 0.1 -0.2 0.8
H -5.31093 -2.78780 -2.32260 0.2 0.2 -0.5
H -6.69502 -1.59419 -1.20037 0.3 0.0 -0.1
H -6.57552 -1.55325 0.46443 0.7 -0.4 0.1
C 5.25172 0.12247 -5.47831 1.3 2.0 -1.8
O 5.61030 0.87283 -4.62296 0.7 1.4 1.1
N 5.49540 0.22977 -6.79210 1.5 1.2 -2.2
N 4.43850 -0.87124 -5.29700 -4.3 -5.0 2.5
H 5.04398 -0.42154 -7.41828 0.2 0.6 0.0
H 5.83898 1.11141 -7.14535 0.3 -0.4 -0.1
H 4.37409 -1.66218 -5.92180 0.3 0.4 -0.2
H 3.50685 -0.53930 -5.09221 -0.1 -0.2 0.7
C -3.52813 -4.14722 5.37675 2.1 -0.1 4.1
O -3.38024 -4.76238 6.42326 -0.5 -0.1 0.7
N -3.17446 -2.88353 5.21238 0.5 3.0 0.5
N -3.89182 -4.68171 4.28813 -1.8 -2.6 -4.0
H -2.77019 -2.47031 6.04058 0.2 0.2 -0.5
H -2.90885 -2.62150 4.27382 0.3 0.6 0.5
H -3.98780 -4.05145 3.50477 -0.4 -1.2 -0.5
H -4.04438 -5.67505 4.38862 -0.3 0.2 -1.0
C 6.95003 -2.37765 -0.38645 0.3 2.1 6.6
O 6.53745 -2.49422 0.76533 -0.2 -0.9 0.5
N 8.01313 -1.70541 -0.68214 6.0 2.6 -1.5
N 6.29245 -2.59275 -1.42072 -4.6 -2.8 -5.6
H 8.35963 -1.74494 -1.63002 -0.1 0.1 0.2
H 8.67235 -1.20694 -0.10157 -0.7 -0.6 0.6
H 6.65849 -2.24864 -2.29690 -1.0 -0.5 0.0
H 5.42192 -3.08099 -1.26610 0.1 0.1 -0.8
C -6.39642 1.34704 -3.86596 -3.9 0.8 0.7
O -7.11900 0.40276 -3.85438 -1.9 -2.8 -0.8
N -5.16347 1.35548 -3.60103 6.7 -0.5 1.0
N -6.82607 2.61057 -3.88848 -2.1 3.0 -0.9
H -4.92065 2.26141 -3.22628 1.3 -0.8 0.3
H -4.76442 0.49872 -3.24490 0.2 0.3 0.1
H -6.16085 3.37021 -3.91143 -0.5 -0.1 -0.2
H -7.80139 2.82478 -4.04008 0.3 -0.2 0.0
C 1.26615 -3.69656 7.34702 0.4 -1.2 0.5
O 1.15500 -4.57336 8.15789 -0.3 -1.7 1.7
N 1.32380 -2.43693 7.69040 0.0 3.8 1.0
N 1.41451 -3.97776 6.06509 0.2 -0.5 -2.8
H 1.38503 -2.23438 8.67798 -0.2 -0.1 -0.3
H 1.51203 -1.67845 7.05058 0.0 -0.3 0.2
H 1.66556 -4.94408 5.91243 -0.1 0.3 -0.4
H 1.64746 -3.25859 5.39529 0.1 -0.5 0.0
C -1.29796 5.24469 3.23964 -0.4 2.1 0.4
O -2.15951 5.99854 2.92456 -3.1 1.8 -0.3
N -0.79106 5.04919 4.42871 0.6 -0.1 6.2
N -0.51328 4.67527 2.42336 3.1 -3.3 -5.0
H -0.22015 4.24277 4.63813 -0.1 0.3 -0.1
H -0.67971 5.82683 5.06352 -0.6 -0.3 0.0
H -0.70028 4.78402 1.43680 0.5 -0.3 0.1
H 0.37703 4.45151 2.84453 0.0 -0.3 -1.4